Record 1
The following is a quantum chemistry calculation of C16H26BCr2NO16 as an isolated structure at a distorted geometry, from the Open Molecules 2025 dataset.

Positions of all 62 atoms, in Å:
Cr 1.9878 -2.4991 1.5956
Cr 2.1609 1.3828 -1.8389
O 7.4870 3.1540 4.8531
C 7.1885 2.4717 3.9366
O 5.9421 2.2762 3.5241
B 5.9095 1.3931 2.3884
O 7.3101 1.1241 2.0844
C 8.0997 1.6801 2.9930
O 9.2823 1.6503 2.9430
O 5.1325 1.8631 1.1928
C 4.3035 0.9973 0.7916
O 3.5687 1.1189 -0.1796
C 4.3229 -0.1968 1.8034
O 5.1712 0.1279 2.6668
O 3.6390 -1.2053 1.7334
N 0.1340 -0.1264 0.2365
O 0.7067 0.8167 -0.3787
O -0.9818 -0.4938 -0.0809
O 0.7757 -0.7794 1.1185
C -1.7472 2.0956 1.6137
C -3.1473 1.8516 1.0734
O -3.5277 3.0433 0.4266
C -4.8863 3.3944 0.4010
C -5.8043 2.2706 -0.0970
H -1.2765 1.2192 2.0616
H -1.1661 2.3784 0.7299
H -1.7467 2.9138 2.3278
H -3.2494 1.0345 0.3512
H -3.8134 1.6241 1.9152
H -5.1703 3.6881 1.4190
H -5.1271 4.2488 -0.2294
H -6.8190 2.6619 -0.2049
H -5.9531 1.4291 0.5843
H -5.5022 1.8664 -1.0650
O 0.1759 -3.6851 1.4483
C -0.6679 -4.3105 0.7965
O -0.4735 -5.4665 0.2339
C 0.7518 -6.1997 0.4944
C 0.6808 -7.4851 -0.2845
C -2.0749 -3.8069 0.6010
H 0.9400 -6.4136 1.5451
H 1.5392 -5.5419 0.1108
H 1.5600 -8.1220 -0.3023
H 0.2355 -7.4445 -1.2824
H -0.1138 -8.1144 0.1413
H -2.5979 -4.5126 1.2594
H -2.3881 -3.9364 -0.4297
H -2.2339 -2.8138 0.9991
O 0.6123 2.2896 -3.0109
C -0.3421 2.6564 -3.7137
O -1.5973 2.4143 -3.4779
C -2.0205 1.6767 -2.3143
C -2.4961 0.2885 -2.6946
C -0.1537 3.4137 -4.9760
H -2.8348 2.2511 -1.8737
H -1.2433 1.6437 -1.5530
H -3.3319 0.3964 -3.3915
H -2.9225 -0.1835 -1.8129
H -1.7399 -0.2647 -3.2517
H -0.7715 4.3112 -5.0246
H -0.5463 2.7247 -5.7303
H 0.8508 3.7592 -5.1962

## Properties
Charge ... +2
LUMO (alpha / beta) ... -9.08 / -8.15 eV
Multiplicity ... 9
ΔE to the lowest compared entry with this formula, charge and spin ... 0.00 kJ/mol
Expectation value of S² ... 20.0112
Gap between HOMO and LUMO (alpha / beta) ... 4.58 / 5.51 eV

Here are the Mulliken charges for atoms 1 to 2, given in e: atom 1 (Cr): 1.3942, atom 2 (Cr): 1.5772

Record 2
The following is a quantum chemistry calculation of one molecule with the formula C3H5Cl2N3 at a distorted geometry, from the Open Molecules 2025 dataset.

Positions of all 13 atoms, in Å:
H -0.9643 -2.6901 0.6029
N -0.9200 -1.7417 1.1626
C -0.2593 -0.8769 0.4109
N 0.0848 -0.9204 -0.8864
N 0.2425 0.5281 -1.5146
C -0.0188 1.3562 -0.2915
C 0.1152 0.3828 0.9107
Cl -0.6284 1.2144 2.2568
Cl 1.8892 0.2270 1.1125
H -0.5218 -1.6843 -1.4438
H 1.2514 0.3950 -1.7493
H -1.0866 1.6446 -0.3869
H 0.8158 2.1651 -0.1837

## Properties
SMILES ... [H]/N=C1\NNCC1(Cl)Cl
LUMO ... 0.61 eV
ΔE to the lowest compared entry with this formula, charge and spin ... 53.77 kJ/mol
Gap between HOMO and LUMO ... 9.97 eV

Here are the Mulliken charges for atoms 1 to 2, given in e: atom 1 (H): 0.2105, atom 2 (N): -0.6390

Record 3
The following is a quantum chemistry calculation of a 7-piece molecular cluster, C10H34BN2O9PS overall at a distorted geometry, from the Open Molecules 2025 dataset.

Positions of all 58 atoms, in Å:
C 5.2272 -2.9185 1.1651
O 5.4732 -2.0433 0.0528
B 4.2646 -1.6977 -0.6318
O 3.7711 -2.5904 -1.6315
P 3.4143 0.0002 -0.1767
C 2.7493 1.7257 0.2501
C 1.2190 1.9362 -0.0374
C 0.2882 1.3515 1.1108
C -1.1929 1.4427 0.5599
C -2.2597 0.8484 1.5672
C -2.3534 -0.7048 1.2410
C -3.5823 -1.3865 1.9448
S -4.2179 -2.8201 0.9327
C -4.7400 -1.9772 -0.5884
N -4.2344 -2.0248 -1.8158
N -5.0290 -1.1502 -2.5124
C -5.9390 -0.6249 -1.7196
O -5.8080 -1.1310 -0.4417
H 4.9606 -2.3520 2.0957
H 4.4324 -3.6487 0.8713
H 6.1390 -3.5215 1.4148
H 3.4744 -3.3879 -1.1537
H 4.6634 0.3847 0.4687
H 2.3462 -0.6585 0.5331
H 3.2883 0.2622 -1.5955
H 2.9973 1.9884 1.3130
H 3.3000 2.4587 -0.4089
H 0.8728 1.5530 -1.0290
H 1.0207 3.0422 -0.0273
H 0.5836 0.3166 1.4074
H 0.3663 1.9846 2.0350
H -1.3856 2.5167 0.3267
H -1.1902 0.8971 -0.4197
H -3.2250 1.3621 1.3195
H -1.9684 0.9737 2.6354
H -2.4132 -0.7593 0.1214
H -1.4347 -1.2621 1.5408
H -4.4159 -0.6328 1.9173
H -3.4098 -1.6691 3.0055
H -6.7215 0.1246 -1.9238
O 1.0351 -2.9867 -3.3544
H 1.2001 -3.0102 -4.3030
H 1.9167 -3.0214 -2.9615
O -6.6607 -5.1350 -1.0321
H -6.5707 -4.8766 -1.9564
H -6.3664 -4.3591 -0.5420
O -5.9500 1.0437 -4.5267
H -5.5599 0.3314 -4.0023
H -6.2294 0.6098 -5.3399
O 0.9850 4.6699 1.0258
H 0.5984 4.8458 1.8899
H 1.6114 5.3916 0.9018
O 7.1726 1.0808 0.6369
H 7.0525 0.2410 0.1757
H 7.7541 0.8623 1.3734
O 2.5414 6.1319 2.4793
H 2.9717 5.2748 2.5898
H 3.0393 6.7237 3.0551

## Properties
SMILES ... COB(O)[PH3]CCCCCCCSc1nnco1.O.O.O.O.O.O
LUMO ... 0.27 eV
Gap between HOMO and LUMO ... 7.65 eV

Here are the Mulliken charges for atoms 1 to 2, given in e: atom 1 (C): -0.6594, atom 2 (O): -0.4301